Entry from the Open Molecules 2025 dataset: 2 unconnected molecules or ions with the total composition C3H4ClF2NO4 (ωB97M-V/def2-TZVPD).

```
15
Properties=species:S:1:pos:R:3
O 1.4878 1.6253 0.9844
N 1.0426 0.5667 1.3079
O 1.1778 0.0530 2.3521
C 0.0069 -0.1040 0.5423
C -0.1097 -1.4417 0.4452
O -1.0504 -2.1369 -0.1121
C -0.8245 0.8110 -0.3584
O -1.2445 1.8669 0.4251
F -1.9232 0.2007 -0.8495
F -0.1359 1.0824 -1.4647
H 0.5935 -2.1279 0.8636
H -1.7117 -1.5405 -0.4358
H -1.8427 2.5200 0.0244
Cl 2.6035 -1.0988 -1.6152
H 1.9303 -0.2760 -2.1093
```

## Properties
E_tot: -1132.224621 Ha
Frontier orbital gap: 10.23 eV
SMILES: O=[N+]([O-])/C(=C/O)C(O)(F)F.Cl
Total charge: 0
ΔE to the lowest compared entry with this formula, charge and spin: 16.0 kcal/mol
2S+1: 1



Entry from the Open Molecules 2025 dataset: a molecular structure, C36H34BrN6O4ReS2 (ωB97M-V/def2-TZVPD).

```
84
Properties=species:S:1:pos:R:3
Re 0.0400 -0.2591 0.4330
N -1.2988 2.6989 3.2585
C -0.9810 1.5362 2.6752
S 0.7180 1.2793 2.2856
N -1.8637 0.6244 2.4372
N -1.3924 -0.4719 1.8216
C -1.5833 -1.6516 2.3777
C -2.3457 -1.8607 3.6022
C -1.7516 -2.5686 4.6510
C -2.4259 -2.7232 5.8452
C -3.7047 -2.2081 5.9913
C -4.3056 -1.5266 4.9443
C -3.6288 -1.3427 3.7533
C -0.7831 -2.7005 1.8043
C -1.0013 -4.0645 2.0156
C -0.1670 -4.9819 1.4166
C 0.8858 -4.5102 0.6315
C 1.0416 -3.1529 0.4582
N 0.2320 -2.2457 1.0203
H -0.5464 3.2515 3.6312
H -2.2269 2.8258 3.6269
H -0.7515 -2.9609 4.5360
H -1.9522 -3.2485 6.6608
H -4.2324 -2.3590 6.9202
H -5.3066 -1.1418 5.0633
H -4.0909 -0.8252 2.9282
H -1.8494 -4.3594 2.6131
H -0.3314 -6.0412 1.5328
H 1.5675 -5.1902 0.1471
H 1.8419 -2.7667 -0.1580
C 0.5385 0.6360 -3.7910
O 0.4376 0.7550 -2.4146
H 1.5775 0.4766 -4.1016
H 0.1359 1.5122 -4.3114
H -0.0593 -0.2350 -4.0779
C 4.3133 -0.2434 2.2130
N 4.2463 -0.4242 0.7743
C 5.4255 -0.8088 0.0342
C 3.0996 -0.2846 0.2100
N 2.0137 -0.1323 -0.1858
H 4.6055 -1.1772 2.6991
H 3.3319 0.0533 2.5855
H 5.0392 0.5323 2.4598
H 5.8356 -1.7406 0.4305
H 6.1879 -0.0303 0.1027
H 5.1624 -0.9562 -1.0113
Br -3.0596 -6.2435 -4.4227
C -1.8348 -4.8845 -3.8879
C -0.6521 -4.7187 -4.5928
C 0.2433 -3.7424 -4.1865
C -0.0444 -2.9434 -3.0944
C -1.2438 -3.1068 -2.4094
C -2.1423 -4.0897 -2.7972
C -1.5286 -2.2490 -1.2088
O -2.2807 -2.6183 -0.3170
O -0.8776 -1.1460 -1.2098
H -0.4360 -5.3438 -5.4464
H 1.1718 -3.6098 -4.7214
H 0.6483 -2.1857 -2.7602
H -3.0602 -4.2135 -2.2444
O -0.4213 1.7589 -0.4219
S 0.5185 2.2478 -1.4587
C 1.1524 3.8048 -0.4406
C 0.2666 4.5272 0.3237
C 0.7478 5.6168 1.0351
C 2.0897 5.9496 0.9776
C 2.9639 5.2021 0.2084
C 2.4906 4.1133 -0.5121
C -0.4311 3.3045 -2.5678
C -1.8075 3.4072 -2.4742
C -2.4829 4.2281 -3.3646
C -1.7822 4.9176 -4.3430
C -0.4027 4.8034 -4.4366
C 0.2792 4.0008 -3.5375
H -0.7722 4.2433 0.3666
H 0.0669 6.2051 1.6298
H 2.4563 6.7916 1.5431
H 4.0099 5.4631 0.1701
H 3.1647 3.5217 -1.1136
H -2.3312 2.8547 -1.7078
H -3.5552 4.3396 -3.2949
H -2.3144 5.5468 -5.0397
H 0.1372 5.3474 -5.1986
H 1.3565 3.9122 -3.5834
```

## Properties
E_tot: -5470.109829 Ha
Frontier orbital gap (alpha / beta): 7.11 / 5.87 eV
Total charge: +1
ΔE to the lowest compared entry with this formula, charge and spin: 90.7 kcal/mol
2S+1: 4



Number 2 is which compound? C36H34BrN6O4ReS2



Which value of 2S+1 does entry 2 give? 4